The following is a quantum chemistry calculation of 9 unconnected molecules or ions with the total composition C38H88F30N2O2P7 at a distorted geometry, from the OMol25 dataset.

The HOMO energy comes out at -6.4 eV. Its spin multiplicity is 1. Its charge is -1. The energy is -7147.05548 Ha.

Element x y z (Å)
C: -1.00 -0.36 12.26
C: -0.03 -0.28 11.09
C: -0.65 0.39 9.87
C: -1.80 -0.39 9.17
P: -1.23 -1.56 7.82
C: -0.75 -3.07 8.56
C: -1.66 -3.79 9.51
C: -2.00 -5.26 9.04
C: -2.85 -5.27 7.78
C: 0.26 -0.82 7.00
C: 0.03 0.46 6.18
C: 1.21 0.70 5.28
C: 1.26 2.14 4.63
C: -2.60 -1.75 6.61
C: -1.98 -2.30 5.39
C: -2.92 -3.01 4.36
C: -2.45 -3.09 2.92
H: -1.49 -1.34 12.26
H: -1.77 0.40 12.39
H: -0.52 -0.28 13.23
H: 0.27 -1.30 10.83
H: 0.87 0.28 11.32
H: 0.08 0.60 9.10
H: -0.87 1.41 10.18
H: -2.46 0.31 8.66
H: -2.35 -1.03 9.85
H: 0.04 -2.55 9.11
H: -0.12 -3.74 7.97
H: -2.62 -3.30 9.66
H: -1.15 -3.90 10.46
H: -2.32 -5.80 9.93
H: -1.04 -5.76 8.92
H: -3.37 -6.19 7.52
H: -2.31 -4.97 6.88
H: -3.76 -4.67 7.81
H: 0.76 -1.54 6.35
H: 0.97 -0.57 7.78
H: 0.00 1.35 6.80
H: -0.89 0.49 5.60
H: 1.24 -0.12 4.56
H: 2.10 0.70 5.91
H: 0.60 2.02 3.77
H: 2.20 2.47 4.19
H: 0.89 2.93 5.27
H: -2.94 -0.74 6.40
H: -3.38 -2.24 7.19
H: -1.19 -3.03 5.56
H: -1.49 -1.49 4.87
H: -3.90 -2.54 4.43
H: -3.16 -4.04 4.64
H: -1.41 -3.41 2.82
H: -2.52 -2.05 2.60
H: -3.09 -3.81 2.42
C: 3.19 6.73 -9.58
C: 2.65 5.73 -8.54
C: 1.38 6.38 -7.78
C: 0.86 5.36 -6.83
P: -0.78 5.67 -6.17
C: -2.05 5.79 -7.50
C: -2.16 4.51 -8.30
C: -3.35 4.52 -9.30
C: -4.68 4.12 -8.58
C: -1.23 4.22 -5.10
C: -0.31 3.89 -3.92
C: -0.48 2.49 -3.29
C: -0.10 1.26 -4.17
C: -0.73 7.25 -5.18
C: -2.01 7.48 -4.29
C: -1.93 8.81 -3.40
C: -3.11 9.15 -2.55
H: 3.53 7.59 -9.01
H: 2.54 7.09 -10.38
H: 4.04 6.33 -10.13
H: 3.45 5.54 -7.82
H: 2.32 4.78 -8.94
H: 0.58 6.73 -8.43
H: 1.77 7.27 -7.28
H: 1.53 5.25 -5.98
H: 0.76 4.56 -7.57
H: -1.76 6.66 -8.09
H: -3.01 5.99 -7.03
H: -2.14 3.57 -7.74
H: -1.20 4.35 -8.78
H: -3.20 3.74 -10.05
H: -3.55 5.54 -9.64
H: -4.99 4.93 -7.92
H: -4.71 3.14 -8.10
H: -5.53 4.12 -9.26
H: -1.31 3.31 -5.69
H: -2.22 4.35 -4.65
H: -0.59 4.70 -3.25
H: 0.73 4.03 -4.20
H: -1.55 2.41 -3.10
H: 0.03 2.61 -2.33
H: 0.70 1.46 -4.87
H: -0.87 1.01 -4.90
H: 0.09 0.37 -3.57
H: -0.54 8.12 -5.81
H: 0.12 7.04 -4.52
H: -2.32 6.61 -3.69
H: -2.72 7.58 -5.11
H: -1.65 9.75 -3.86
H: -1.09 8.63 -2.74
H: -4.02 9.41 -3.09
H: -2.95 9.92 -1.79
H: -3.34 8.28 -1.94
C: 2.63 -2.01 2.24
C: 3.06 -1.71 0.83
O: 4.10 -1.18 0.60
N: 2.01 -2.10 -0.21
H: 1.76 -3.08 -0.11
H: 1.25 -1.48 0.04
C: 2.31 -1.61 -1.58
H: 1.59 -2.29 2.41
H: 2.73 -1.22 2.99
H: 3.16 -2.90 2.59
H: 3.24 -2.06 -1.91
H: 2.43 -0.53 -1.46
H: 1.46 -1.81 -2.24
C: 0.74 -4.70 -4.90
C: -0.56 -4.32 -5.64
O: -1.08 -3.22 -5.57
N: -1.34 -5.37 -6.53
H: -1.81 -6.07 -5.97
H: -2.22 -4.91 -6.68
C: -0.64 -5.88 -7.79
H: 1.16 -3.90 -4.29
H: 1.53 -5.08 -5.55
H: 0.44 -5.50 -4.21
H: 0.23 -6.49 -7.57
H: -0.30 -5.02 -8.37
H: -1.23 -6.40 -8.54
P: 4.38 -2.08 -5.24
F: 5.16 -0.65 -5.54
F: 3.46 -1.66 -6.50
F: 5.59 -2.87 -6.05
F: 3.60 -3.57 -5.26
F: 5.30 -2.23 -3.88
F: 3.11 -1.37 -4.42
P: 5.11 -5.44 1.36
F: 5.49 -3.89 1.16
F: 4.69 -5.64 -0.15
F: 6.62 -5.73 0.92
F: 5.04 -7.04 1.62
F: 5.49 -5.33 2.95
F: 3.60 -5.08 1.85
P: -1.05 0.21 0.23
F: -2.61 -0.26 0.28
F: -1.53 1.71 -0.17
F: -1.04 0.68 1.73
F: 0.59 0.52 0.09
F: -0.51 -1.25 0.80
F: -0.91 -0.21 -1.30
P: 2.94 -3.78 5.71
F: 1.79 -3.11 4.76
F: 1.80 -4.59 6.52
F: 2.94 -4.94 4.60
F: 4.15 -4.52 6.47
F: 4.07 -2.91 4.96
F: 2.75 -2.58 6.79
P: 0.08 -5.36 -0.80
F: -0.21 -3.92 0.07
F: 1.32 -4.53 -1.51
F: 1.07 -5.87 0.41
F: 0.43 -6.53 -1.97
F: -1.23 -6.07 -0.14
F: -0.95 -4.71 -1.90



The following is a quantum chemistry calculation of 3 unconnected molecules or ions with the total composition C38H89BN6O8P2S2 at a distorted geometry, from the OMol25 dataset.

The HOMO energy comes out at -8.1 eV. Its spin multiplicity is 1. The SMILES is CCCCCCCCCCCCCCCC[C@@H]1C[C@@H](CCOCC)S(=O)(=O)O[C@]1(S)B(O)OCC.CN(C)P(=O)(N(C)C)N(C)C.CN(C)P(=O)(N(C)C)N(C)C. The energy is -3935.66213 Ha.

Element x y z (Å)
C: 6.38 -3.28 3.55
C: 6.31 -4.08 2.23
C: 5.02 -4.88 2.11
C: 3.79 -3.97 1.82
C: 2.71 -4.09 2.88
C: 1.51 -3.15 2.60
C: 0.14 -3.73 3.03
C: -0.90 -3.83 1.88
C: -2.27 -3.33 2.34
C: -2.42 -1.79 2.27
C: -3.89 -1.43 2.03
C: -4.35 -1.65 0.56
C: -4.55 -0.34 -0.22
C: -3.42 -0.02 -1.21
C: -2.84 1.39 -1.05
C: -1.48 1.52 -1.78
C: -0.40 2.19 -0.91
C: -0.58 3.71 -0.97
C: 0.41 4.54 -0.11
C: -0.25 5.41 0.95
C: -0.86 4.68 2.14
O: 0.07 4.79 3.20
C: -0.14 3.85 4.25
C: 1.22 3.38 4.76
S: 1.69 3.48 0.53
O: 1.23 2.64 1.59
O: 2.83 4.28 0.85
O: 2.08 2.60 -0.74
C: 1.03 1.73 -1.25
S: 1.28 0.07 -0.46
B: 1.29 1.63 -2.85
O: 0.73 2.59 -3.65
O: 2.07 0.64 -3.40
C: 3.48 0.95 -3.39
C: 4.25 0.06 -2.41
H: 6.04 -2.25 3.38
H: 7.41 -3.21 3.89
H: 5.74 -3.72 4.31
H: 6.42 -3.37 1.41
H: 7.18 -4.75 2.20
H: 5.08 -5.68 1.37
H: 4.82 -5.36 3.08
H: 4.15 -2.94 1.72
H: 3.38 -4.27 0.85
H: 3.09 -3.85 3.87
H: 2.37 -5.13 2.90
H: 1.67 -2.24 3.17
H: 1.50 -2.89 1.54
H: 0.32 -4.71 3.47
H: -0.30 -3.08 3.78
H: -0.97 -4.86 1.54
H: -0.57 -3.21 1.05
H: -2.38 -3.59 3.40
H: -3.09 -3.78 1.78
H: -2.11 -1.35 3.22
H: -1.81 -1.37 1.46
H: -4.49 -2.07 2.68
H: -4.09 -0.39 2.31
H: -5.27 -2.23 0.59
H: -3.60 -2.31 0.09
H: -5.47 -0.44 -0.79
H: -4.65 0.48 0.49
H: -2.59 -0.72 -1.02
H: -3.73 -0.17 -2.25
H: -2.68 1.56 0.02
H: -3.51 2.13 -1.47
H: -1.18 0.52 -2.09
H: -1.63 2.14 -2.67
H: -0.61 1.87 0.11
H: -0.46 4.01 -2.01
H: -1.61 3.96 -0.71
H: 0.93 5.20 -0.81
H: -1.07 5.92 0.43
H: 0.40 6.20 1.31
H: -1.80 5.13 2.47
H: -1.05 3.63 1.91
H: -0.74 3.00 3.93
H: -0.62 4.39 5.07
H: 1.16 3.11 5.82
H: 1.95 4.19 4.68
H: 1.58 2.51 4.22
H: 0.30 -0.59 -1.10
H: 1.05 2.48 -4.55
H: 3.88 0.78 -4.38
H: 3.63 2.00 -3.14
H: 4.49 0.62 -1.51
H: 3.66 -0.81 -2.13
H: 5.19 -0.30 -2.84
C: 10.47 2.90 -0.98
N: 9.40 1.98 -1.30
C: 9.81 0.58 -1.39
P: 7.91 2.38 -2.03
O: 6.96 1.50 -1.28
N: 7.27 3.91 -1.51
C: 7.94 4.70 -0.50
C: 5.83 3.89 -1.24
N: 8.54 3.07 -3.43
C: 9.26 2.19 -4.35
C: 8.42 4.45 -3.89
H: 10.81 3.50 -1.83
H: 11.34 2.35 -0.62
H: 10.19 3.57 -0.17
H: 10.31 0.35 -2.34
H: 8.94 -0.07 -1.29
H: 10.49 0.32 -0.57
H: 8.04 4.17 0.46
H: 7.37 5.62 -0.33
H: 8.92 5.03 -0.84
H: 5.58 3.47 -0.26
H: 5.30 3.29 -1.99
H: 5.44 4.90 -1.30
H: 10.34 2.21 -4.17
H: 9.08 2.46 -5.39
H: 8.92 1.15 -4.24
H: 9.21 5.07 -3.46
H: 7.46 4.89 -3.65
H: 8.52 4.50 -4.98
C: -10.27 -4.81 -1.77
N: -9.32 -4.20 -0.87
C: -8.48 -5.15 -0.16
P: -9.41 -2.63 -0.21
O: -7.99 -2.21 -0.16
N: -10.04 -1.47 -1.34
C: -10.37 -1.83 -2.70
C: -9.32 -0.20 -1.32
N: -10.89 -2.79 0.57
C: -10.95 -3.73 1.69
C: -12.13 -2.06 0.32
H: -11.31 -4.79 -1.40
H: -10.01 -5.85 -1.94
H: -10.25 -4.34 -2.76
H: -9.00 -5.62 0.69
H: -7.59 -4.65 0.23
H: -8.13 -5.94 -0.82
H: -9.50 -2.22 -3.26
H: -10.74 -0.95 -3.23
H: -11.17 -2.56 -2.74
H: -8.39 -0.23 -1.90
H: -9.07 0.10 -0.30
H: -9.96 0.59 -1.73
H: -11.32 -4.71 1.37
H: -11.61 -3.36 2.48
H: -9.97 -3.87 2.14
H: -12.71 -2.55 -0.47
H: -11.95 -1.03 0.04
H: -12.74 -2.03 1.22